Record 1
Molecular formula: C20H55BrF3O21P5Si
Method: DFT, ωB97M-V/def2-TZVPD

Each line ends with the Mulliken charge.
Positions of all 106 atoms, in Å:
Br1 -1.1594 -0.0558 -0.2915  -0.22
P1 1.2466 -2.3506 -5.7261  1.33
P2 6.9126 -2.4978 -1.2328  1.00
P3 -4.2937 1.5682 4.5173  1.02
P4 -6.8886 -4.0046 7.7151  1.18
P5 1.9200 4.3616 -4.5933  1.20
Si1 0.5328 3.8611 0.3936  0.28
F1 1.9581 0.5697 0.9701  -0.27
F2 3.3442 0.5028 -0.6206  -0.20
F3 3.9770 0.8770 1.3426  -0.32
O1 -2.9300 0.9819 3.7378  -0.33
O2 7.1090 -2.0773 0.3692  -0.36
O3 2.0357 -3.0009 -4.4062  -0.40
O4 1.9345 -3.4070 -6.7504  -0.36
O5 7.7257 -1.2003 -1.7783  -0.31
O6 -7.1472 -2.4345 7.3959  -0.38
O7 1.6369 2.7080 -4.3162  -0.24
O8 -4.2116 0.4357 5.6803  0.08
O9 2.1524 4.1358 -6.1853  -0.35
O10 -5.8864 1.8276 4.8167  -0.48
O11 2.9433 2.3883 0.3931  -0.42
O12 -0.1524 -2.6701 -5.3715  -0.72
O13 7.7125 -3.7394 -1.2517  -0.74
O14 6.0333 -2.6054 -2.6068  -0.13
O15 -3.7204 2.8868 4.8925  -0.69
O16 -8.4326 -4.3860 7.3524  -0.43
O17 1.1160 -1.2250 -6.8998  -0.36
O18 -5.6875 -3.6578 8.8296  -0.32
O19 2.3708 5.9539 -4.7038  -0.53
O20 0.4906 4.6648 -4.2488  -0.67
O21 -6.0869 -4.7089 6.6920  -0.68
C1 9.1011 -1.0593 -1.4250  -0.71
C2 6.2591 -1.0533 0.9580  -0.71
C3 1.5301 6.8036 -5.4742  -0.55
C4 -6.0854 -1.6719 6.8195  -0.62
C5 3.0271 1.1062 0.4881  1.01
C6 1.1604 3.4331 -6.9370  -0.62
C7 -3.0420 0.3662 6.4953  -0.87
C8 0.2214 -1.5308 -7.9634  -0.66
C9 -6.2047 2.3952 6.0810  -0.54
C10 1.6508 -4.7966 -6.5899  -0.72
C11 2.7723 1.8293 -4.1684  -0.71
C12 -6.0925 -3.2422 10.1547  -0.70
C13 -2.0472 2.6224 0.4450  -0.48
C14 -0.7521 2.7646 1.2248  -0.63
C15 -8.8135 -4.2201 5.9925  -0.53
C16 3.4200 -2.6281 -4.1826  -0.93
C17 6.7355 -2.9357 -3.7977  -0.50
C18 -2.0270 1.6306 -0.6930  -0.79
C19 -3.0708 -0.1868 2.8890  -0.69
C20 1.9123 2.8999 -0.5019  -0.43
H1 3.4478 1.9151 -5.0262  0.40
H2 2.4126 3.6033 -1.1423  0.25
H3 -8.2949 -4.9360 5.3586  0.28
H4 0.3292 -0.7367 -8.7003  0.25
H5 7.1113 -3.9560 -3.7611  0.30
H6 0.4731 -2.4812 -8.4314  0.24
H7 1.0981 3.9046 -7.9159  0.28
H8 3.4857 -1.5755 -3.9181  0.37
H9 -5.5679 -1.1082 7.5963  0.15
H10 -5.3722 -2.3087 6.2965  0.43
H11 3.8082 -3.2218 -3.3640  0.37
H12 1.5888 -5.2372 -7.5830  0.25
H13 6.6253 -0.8650 1.9626  0.31
H14 -3.6715 0.0562 2.0134  0.34
H15 -2.0807 -0.4858 2.5635  0.18
H16 -1.6302 2.0337 -1.5958  0.50
H17 0.7084 -4.9568 -6.0669  0.36
H18 -2.8226 2.3714 1.1369  0.02
H19 -3.5308 -1.0151 3.4352  0.35
H20 4.0172 -2.8210 -5.0756  0.36
H21 -5.8010 1.7969 6.8978  0.19
H22 -0.8065 -1.5440 -7.6082  0.34
H23 9.2013 -0.3763 -0.5809  0.23
H24 -5.1997 -2.9501 10.6999  0.24
H25 -0.3311 1.8323 1.5332  0.35
H26 2.0267 7.7715 -5.5231  0.26
H27 -3.0396 1.3904 -0.9175  0.49
H28 9.6197 -0.6338 -2.2820  0.26
H29 7.5532 -2.2415 -3.9866  0.27
H30 2.3962 0.8105 -4.1139  0.08
H31 -2.3014 3.5650 0.0051  0.40
H32 0.1847 3.4762 -6.4534  0.34
H33 5.2295 -1.3978 1.0147  0.32
H34 -5.8400 3.4174 6.1447  0.29
H35 -6.5752 -4.0640 10.6819  0.30
H36 1.4012 6.4239 -6.4870  0.25
H37 3.3153 2.0534 -3.2499  0.38
H38 -7.2908 2.4030 6.1548  0.25
H39 -0.1561 4.7676 -0.5472  -0.13
H40 1.5562 2.1382 -1.1628  0.36
H41 9.5518 -2.0187 -1.1731  0.36
H42 -2.5119 1.3180 6.5193  0.38
H43 6.3064 -0.1250 0.3850  0.32
H44 -8.6251 -3.2035 5.6494  0.22
H45 -6.5184 -0.9692 6.1119  0.26
H46 -1.0024 3.2687 2.1393  0.41
H47 -2.3753 -0.4134 6.1256  0.30
H48 1.4551 2.3944 -7.0699  0.21
H49 6.0262 -2.8634 -4.6160  0.18
H50 -3.3578 0.1048 7.5040  0.24
H51 2.4591 -5.2820 -6.0416  0.24
H52 -9.8830 -4.4156 5.9422  0.25
H53 -6.7715 -2.3869 10.1035  0.32
H54 0.5649 6.9268 -4.9904  0.25
H55 1.1943 4.6187 1.4788  -0.19

Properties
- 2S+1 = 1
- orbital gap (eV) = 7.411
- SMILES string = FC(F)(F)OC[SiH2]CCCBr.COP(=O)(OC)OC.COP(=O)(OC)OC.COP(=O)(OC)OC.COP(=O)(OC)OC.COP(=O)(OC)OC
- E_HOMO (eV) = -9.92
- energy relative to the best compared isomer or geometry (same formula, charge and spin) (kJ/mol) = 358.4

Record 2
Molecular formula: C14H34BO6PtS2
Method: DFT, ωB97M-V/def2-TZVPD

Each line ends with the Löwdin spin population.
Positions of all 58 atoms, in Å:
Pt1 12.1983 10.4536 -2.9525  0.00
S1 16.4243 6.9608 0.3101  0.00
S2 8.5393 8.8652 2.4391  0.00
O1 16.0971 7.1525 1.7196  0.00
O2 9.2194 9.0596 1.1807  0.00
O3 14.9148 10.1268 -6.6212  0.85
O4 8.9553 9.6851 3.6344  0.00
O5 15.6352 7.5799 -0.7748  0.00
O6 13.0667 14.6254 -1.3243  0.85
C1 12.9868 14.9975 0.0705  0.07
C2 18.7482 6.2796 -1.0576  0.00
C3 11.8442 15.9065 0.5667  0.00
C4 14.8362 8.1471 -7.9138  0.03
C5 16.8103 9.5754 -8.1250  0.00
C6 18.2766 7.2332 0.0311  0.00
C7 7.2634 6.4368 2.8249  0.00
C8 8.6486 6.9957 2.9688  0.00
C9 15.2643 9.5978 -7.8688  0.08
C10 14.2946 15.2685 0.6535  0.02
C11 6.7400 8.8434 2.1301  0.00
C12 6.2644 7.6151 2.9906  0.00
C13 16.5364 5.1848 -0.1686  0.00
C14 17.6428 5.1677 -1.2867  0.00
B1 8.8306 10.1150 -4.3303  0.00
H1 17.1883 4.9862 -2.2607  0.00
H2 16.9232 9.7008 -9.2019  0.00
H3 13.8093 8.1400 -7.5482  0.00
H4 18.1740 4.2166 -1.2512  0.00
H5 19.0079 6.8363 -1.9580  0.00
H6 9.5263 10.4355 -5.0903  0.00
H7 12.8586 14.0528 0.5990  0.04
H8 9.1459 6.9191 3.9356  0.00
H9 6.2569 9.8132 2.2500  0.00
H10 7.0840 5.8077 1.9531  0.00
H11 9.1342 9.1874 -3.8702  0.00
H12 16.8408 4.6233 0.7147  0.00
H13 19.6944 5.8830 -0.6894  0.00
H14 6.2860 7.9781 4.0181  0.00
H15 15.1066 14.5414 0.6405  0.00
H16 5.1907 7.4738 2.8663  0.00
H17 18.6124 8.2668 -0.0525  0.00
H18 9.2283 6.5029 2.1883  0.00
H19 14.1508 15.5881 1.6856  0.00
H20 8.7029 10.8549 -3.5554  0.00
H21 7.0510 5.7354 3.6317  0.00
H22 15.5191 4.9249 -0.4613  0.00
H23 14.6992 16.1805 0.2146  0.00
H24 14.6110 10.1784 -8.5201  0.04
H25 15.2505 7.5486 -7.1025  0.00
H26 17.2607 8.6076 -7.9047  0.00
H27 11.3130 15.4161 1.3825  0.00
H28 7.8920 9.9687 -4.8419  0.00
H29 12.0524 16.9541 0.7843  0.00
H30 17.3658 10.3991 -7.6767  0.00
H31 18.6704 6.8064 0.9535  0.00
H32 14.8911 7.6266 -8.8699  0.00
H33 6.5293 8.4838 1.1229  0.00
H34 11.1498 15.9329 -0.2731  0.00

Properties
- 2S+1 = 3
- orbital gap (alpha / beta) (eV) = 5.519 / 4.536
- total charge = -1
- E_HOMO (alpha / beta) (eV) = -3.53 / -3.52

Record 3
Molecular formula: C3H4N2O2
Method: DFT, ωB97M-V/def2-TZVPD

Each line ends with the natural charge from an NBO analysis.
Positions of all 11 atoms, in Å:
O1 -0.5046 -2.4249 0.3122  -0.49
O2 0.0112 1.5628 0.1104  -0.70
N1 -1.6226 -0.4770 -0.4504  -0.84
N2 2.8220 -0.2744 -0.6001  -0.32
C1 1.9484 0.1414 0.0363  0.15
C2 0.8614 0.6280 0.7211  -0.12
C3 -0.7875 -1.3129 0.0490  0.76
H1 0.3842 1.7956 -0.7464  0.49
H2 -1.3669 0.5222 -0.3681  0.45
H3 -2.5131 -0.7455 -0.8551  0.41
H4 0.7675 0.5846 1.7910  0.22

Properties
- 2S+1 = 1
- orbital gap (alpha / beta) (eV) = 7.125 / 7.974
- E_HOMO (alpha / beta) (eV) = -7.54 / -8.03
- energy relative to the best compared isomer or geometry (same formula, charge and spin) (kJ/mol) = 434.4

Record 4
Molecular formula: C19H9ClF5N5O4S2
Method: DFT, ωB97M-V/def2-TZVPD

Each line ends with the natural charge from an NBO analysis.
Positions of all 45 atoms, in Å:
Cl1 -3.0853 0.1072 -2.7245  0.04
S1 2.2871 0.3893 -3.5709  2.23
S2 4.6053 2.2234 -4.9665  0.40
F1 -1.9427 -1.8560 5.4734  -0.30
F2 2.4293 -0.7460 -0.7677  -0.30
F3 -2.9334 -5.3093 2.2767  -0.31
F4 -1.7440 -6.2638 3.8956  -0.30
F5 -0.6497 -5.2181 2.2962  -0.31
O1 -1.8438 -3.9964 3.8481  -0.48
O2 3.2033 -0.7327 -3.7193  -0.90
O3 -2.2994 -1.0652 -0.0152  -0.50
O4 1.8500 0.9113 -4.8910  -0.89
N1 -1.8393 3.9390 0.9563  -0.20
N2 6.1776 3.2196 -3.1848  -0.23
N3 5.1401 2.6602 -2.5000  -0.31
N4 3.1184 1.6091 -2.6801  -0.83
N5 -2.6835 3.0876 0.3507  -0.19
C1 -2.0586 -2.5179 1.8798  -0.32
C2 -0.3874 0.2045 -2.9009  -0.16
C3 0.0903 -0.8518 -0.4044  -0.31
C4 1.1709 -0.5263 -1.2040  0.43
C5 -1.8005 -5.1922 3.0473  1.18
C6 0.9221 0.0255 -2.4495  -0.40
C7 -1.9322 -0.3628 3.6247  -0.24
C8 -1.4661 -0.1384 -2.0863  -0.07
C9 -1.9899 -2.7776 3.2609  0.25
C10 6.0210 3.1200 -4.4847  -0.19
C11 -1.0874 2.2001 2.3968  -0.21
C12 -1.9948 1.3252 1.8055  -0.06
C13 -1.2291 -0.6929 -0.8176  0.31
C14 -2.0136 -0.1005 2.2468  -0.10
C15 4.2358 2.1384 -3.2700  0.17
C16 -2.7501 1.7836 0.7340  0.00
C17 -1.9481 -1.6598 4.1252  0.36
C18 -2.1269 -1.2231 1.3607  0.37
C19 -1.0560 3.5382 1.9736  0.00
H1 3.2643 1.4206 -1.6979  0.44
H2 0.3469 -1.2156 0.5868  0.25
H3 -3.3102 1.1444 0.1234  0.22
H4 -2.0968 -3.3424 1.1604  0.25
H5 -0.4221 4.2675 2.5054  0.22
H6 -0.5984 0.5620 -3.9014  0.27
H7 -0.4640 1.8707 3.1873  0.22
H8 6.7665 3.5450 -5.1627  0.24
H9 -1.8755 0.4967 4.2839  0.24

Properties
- 2S+1 = 1
- orbital gap (eV) = 8.820
- SMILES string = O=S(=O)(Nc1nncs1)c1cc(Cl)c(Oc2cc(OC(F)(F)F)c(F)cc2-c2ccnnc2)cc1F
- E_HOMO (eV) = -9.44